# C7H15I2N

A molecular structure, C7H15I2N in a non-equilibrium geometry (wB97M-V/def2-TZVPD, OMol25).

ORCA input file:
```
! RIJCOSX wB97M-V def2-TZVPD def2/J DEFGRID3
* xyz 0 1
C 0.368 2.310 2.651
C 1.634 -0.970 -0.252
C -0.356 -1.858 -2.433
C 0.198 0.886 2.079
C -0.146 0.810 0.506
C 0.088 -0.568 -0.159
C -0.491 -0.580 -1.570
N -1.960 0.014 -1.357
I 0.137 1.004 -2.925
I -3.099 -1.129 0.069
H 0.915 2.223 3.554
H 0.889 2.875 1.917
H -0.559 2.745 2.962
H 2.301 -0.223 -0.586
H 1.833 -1.744 -0.911
H 1.907 -1.281 0.727
H -1.217 -1.974 -3.211
H -0.240 -2.656 -1.718
H 0.701 -1.795 -2.963
H -0.416 0.326 2.674
H 1.127 0.396 2.311
H -1.155 1.011 0.308
H 0.422 1.469 -0.007
H -0.343 -1.315 0.558
H -2.537 0.023 -2.223
*
```

The energy relative to the best compared isomer or geometry (same formula, charge and spin) is 64.82 kcal per mole. For the strongest force on any atom, the calculation gives 0.0848 Eh/bohr. The HOMO-LUMO gap is 0.3177 Eh. The calculation puts the calculated total energy at -25191.582 eV.